[1]
The following is a DFT calculation (ωB97M-V/def2-TZVPD) of 2 unconnected molecules or ions with the total composition C30H41N4O2.

Results
HOMO   -10.29 eV
Net charge   +1
Energy   -41822.804 eV
ΔE to the lowest compared entry with this formula, charge and spin   2.176 eV
LUMO level   -0.12795 Ha
Kohn-Sham gap   6.809 eV

CARTESIAN COORDINATES (ANGSTROEM)
C -2.6529 -0.5102 3.0760
C -1.8830 0.7624 3.4550
C -0.8565 1.2079 2.4220
C 0.4921 0.5673 2.7387
N 1.5056 1.2726 3.1716
C 2.8044 0.6505 3.1105
C 2.7135 -0.7610 3.6472
C 1.7733 -1.5056 2.7615
N 0.5231 -0.7803 2.6214
C -0.6041 -1.5377 2.0525
C -1.7305 -1.7457 3.0790
H -3.4714 -0.6811 3.7941
H -3.1008 -0.4250 2.0642
H -2.6114 1.5611 3.6414
H -1.3792 0.5663 4.4164
H -1.1581 0.9440 1.4005
H -0.7414 2.3012 2.4410
H 3.1545 0.6231 2.0496
H 3.5142 1.2571 3.7010
H 3.6918 -1.2403 3.6245
H 2.3800 -0.7266 4.6920
H 2.2089 -1.6221 1.7661
H 1.5608 -2.5037 3.1351
H -1.0097 -0.9922 1.1734
H -0.2108 -2.5065 1.7084
H -1.3157 -1.9227 4.0947
H -2.2974 -2.6536 2.7953
C 5.0919 6.4154 9.9635
C 4.1410 6.0619 8.8154
N 4.4418 4.7517 8.2187
C 3.7953 4.4040 7.0346
C 3.2497 3.1075 6.8306
C 2.4515 2.8336 5.7088
C 2.4284 3.7150 4.5965
C 1.7484 3.3925 3.3604
C 2.1768 4.0220 2.1425
C 3.5803 4.2784 1.9230
C 4.0477 4.7792 0.7151
C 3.1565 5.2226 -0.2920
N 3.5970 5.8844 -1.4427
C 3.0214 7.2037 -1.7305
C 3.2374 7.6465 -3.1814
O 4.5486 7.3506 -3.6751
C 4.9955 6.0017 -3.4532
C 4.9517 5.6241 -1.9761
C 1.7615 5.0476 -0.0462
C 1.2997 4.4042 1.0964
C 3.0795 4.9764 4.7860
C 3.6307 5.3490 6.0003
C 4.7295 3.6604 9.1620
C 5.7603 4.0965 10.1936
O 5.3820 5.3218 10.8415
H 6.0242 6.8462 9.5543
H 4.6005 7.1443 10.6303
H 3.1128 6.0907 9.2393
H 4.2075 6.8278 8.0430
H 3.4351 2.3401 7.5883
H 1.8829 1.8982 5.6580
H 0.6582 3.0988 3.4444
H 4.3047 4.0186 2.6961
H 5.1383 4.8791 0.5685
H 1.9474 7.1778 -1.5155
H 3.4768 8.0085 -1.1023
H 2.4620 7.1832 -3.8233
H 3.1720 8.7489 -3.2579
H 4.3816 5.2648 -4.0252
H 6.0455 5.9921 -3.8112
H 5.7274 6.1947 -1.4291
H 5.1546 4.5553 -1.8713
H 1.0788 5.3841 -0.8213
H 0.2367 4.1739 1.1828
H 3.1320 5.6643 3.9494
H 3.9863 6.3737 6.1292
H 3.8117 3.3285 9.6962
H 5.1432 2.8169 8.6017
H 5.7889 3.3489 11.0148
H 6.7612 4.1758 9.7023

=====

[2]
The following is a DFT calculation (ωB97M-V/def2-TZVPD) of a molecular structure, C27H35O2RuSi2.

Results
HOMO   -11.32 eV
Net charge   +1
Energy   -50995.001 eV
ΔE to the lowest compared entry with this formula, charge and spin   0.345 eV
LUMO level   -0.13058 Ha
Kohn-Sham gap   7.764 eV

CARTESIAN COORDINATES (ANGSTROEM)
Ru -0.7974 -0.1877 -0.1495
C 2.6974 -0.6517 3.2785
C 2.2543 0.0740 2.0386
C 3.1259 0.3448 1.0001
C 2.7315 1.0627 -0.1359
C 1.4677 1.6023 -0.1945
C 0.5639 1.3824 0.8694
C 0.9452 0.5635 1.9380
H 2.9626 0.0631 4.0595
H 3.5722 -1.2720 3.0880
H 1.9023 -1.2840 3.6754
H 4.1471 -0.0143 1.0648
H 3.4371 1.2282 -0.9391
H 1.1631 2.2360 -1.0181
H -0.2826 2.0388 1.0014
H 0.2586 0.4264 2.7656
C -3.4554 -1.3904 2.0013
Si -2.2160 -1.8066 0.6961
C -2.6229 -1.3172 -1.1275
C -1.8130 -3.6069 0.6580
C -2.6127 -4.6934 1.0092
C -2.1769 -5.9790 0.7266
C -0.9528 -6.1820 0.0969
C -0.1434 -5.1054 -0.2339
C -0.5717 -3.8069 0.0417
Si 0.4237 -2.2282 -0.0794
C 2.0974 -2.6927 0.5821
C 0.6137 -1.4563 -1.8367
H -4.1523 -2.2233 2.1182
H -4.0079 -0.4773 1.7982
H -2.9347 -1.2664 2.9544
H -3.6721 -1.0175 -1.0628
H -2.4917 -2.2338 -1.6979
H -2.1693 -0.5023 -1.7134
H -3.5697 -4.5461 1.4951
H -2.7905 -6.8291 0.9945
H -0.6249 -7.1892 -0.1248
H 0.8176 -5.2900 -0.7006
H 2.2977 -3.7120 0.2445
H 2.0872 -2.7198 1.6716
H 2.9114 -2.0526 0.2526
H 0.6344 -2.3743 -2.4332
H 1.5681 -0.9433 -1.9334
H -0.1482 -0.8418 -2.3251
C -6.8310 5.4661 0.2425
C -5.6987 4.4846 0.1402
C -4.7978 4.3193 1.1843
C -3.7375 3.4290 1.1037
C -2.7985 3.3215 2.2788
C -3.5674 2.6947 -0.0822
C -4.4541 2.8533 -1.1606
C -4.3608 2.0606 -2.4408
C -5.5113 3.7399 -1.0167
C -2.4583 1.7218 -0.1738
O -1.7037 1.5948 -1.1731
O -2.2250 0.9289 0.8213
H -7.0230 5.7444 1.2773
H -7.7466 5.0541 -0.1812
H -6.5954 6.3771 -0.3110
H -4.9224 4.9038 2.0885
H -2.9979 4.1246 2.9854
H -1.7551 3.4063 1.9711
H -2.9136 2.3707 2.7979
H -4.8468 1.0879 -2.3232
H -3.3360 1.8963 -2.7561
H -4.8856 2.5846 -3.2377
H -6.2071 3.8580 -1.8399

=====

[3]
The following is a DFT calculation (ωB97M-V/def2-TZVPD) of 2 unconnected molecules or ions with the total composition C18H29IN2O.

Results
HOMO   -9.05 eV
Net charge   0
Energy   -32259.347 eV
LUMO level   0.00565 Ha
SMILES   NCCCCC[C@H]1NC(=O)C[C@@H]1CCCI.c1ccccc1
Kohn-Sham gap   9.206 eV

CARTESIAN COORDINATES (ANGSTROEM)
N -1.5767 0.7355 -3.7997
C -1.6126 -0.4017 -4.7994
C -0.4889 -1.5873 -4.4915
C -0.2204 -1.8371 -2.8878
C 1.1346 -2.7918 -2.7547
C 1.6510 -2.6337 -1.1976
C 2.8562 -1.5432 -0.9835
N 3.4695 -0.8347 -2.1708
C 2.6003 0.3413 -2.5575
O 2.4698 0.7343 -3.8281
C 1.9266 0.8725 -1.1579
C 2.3484 -0.2765 -0.0678
C 3.3667 0.4065 1.0196
C 2.7765 1.7184 1.8035
C 1.2679 1.5477 2.4189
I 0.0708 3.3993 2.1249
H -1.8846 1.6393 -4.2335
H -2.1873 0.4628 -2.9923
H -2.6734 -0.9399 -4.7869
H -1.4483 0.0365 -5.8831
H 0.5305 -1.3533 -5.0244
H -0.8515 -2.6323 -4.9314
H -1.1545 -2.3136 -2.3490
H 0.0520 -0.8130 -2.3911
H 1.9533 -2.5046 -3.5418
H 0.7531 -3.8971 -2.9937
H 0.6713 -2.3933 -0.5588
H 2.0513 -3.6632 -0.7447
H 3.7705 -2.1854 -0.5828
H 3.8370 -1.4290 -2.9456
H 2.3900 1.9634 -1.0361
H 0.7545 1.0407 -1.2739
H 1.5401 -0.7752 0.6153
H 3.8287 -0.3722 1.7970
H 4.3079 0.7911 0.3934
H 2.8182 2.6316 1.0708
H 3.4957 1.9354 2.7252
H 1.2788 1.3706 3.5966
H 0.6293 0.6863 1.9509
C -4.7175 0.7054 5.7631
C -4.2233 2.0022 5.9011
C -3.3849 2.5375 4.9237
C -3.0369 1.7739 3.8093
C -3.5236 0.4738 3.6758
C -4.3651 -0.0602 4.6514
H -5.3762 0.2910 6.5215
H -4.4924 2.5964 6.7708
H -3.0027 3.5493 5.0299
H -2.3858 2.1916 3.0463
H -3.2477 -0.1236 2.8103
H -4.7462 -1.0725 4.5461

=====

[4]
The following is a DFT calculation (ωB97M-V/def2-TZVPD) of 2 unconnected molecules or ions with the total composition C2H5NO2.

Results
HOMO (alpha / beta)   -8.28 / -8.28 eV
Net charge   0
Energy   -7735.200 eV
ΔE to the lowest compared entry with this formula, charge and spin   5.551 eV
LUMO level (alpha / beta)   0.01935 / 0.01940 Ha
Kohn-Sham gap (alpha / beta)   8.807 / 8.810 eV

CARTESIAN COORDINATES (ANGSTROEM)
C 0.4167 1.3029 1.0411
C -0.7425 -0.3050 -0.7968
N -0.3323 -0.6328 0.5625
O 0.1327 2.2559 0.4058
O 0.8212 -1.4650 0.5639
H 1.1998 1.2290 1.7633
H -1.6702 0.1560 -0.5329
H -0.1785 0.4912 -1.4286
H -0.7672 -1.3411 -1.2851
H 1.1203 -1.6912 -0.2930

=====

[5]
The following is a DFT calculation (ωB97M-V/def2-TZVPD) of 2 unconnected molecules or ions with the total composition C2H2FO4.

Results
HOMO   -6.15 eV
Net charge   -1
Energy   -13016.443 eV
ΔE to the lowest compared entry with this formula, charge and spin   0.424 eV
LUMO level   0.14621 Ha
Kohn-Sham gap   10.131 eV

CARTESIAN COORDINATES (ANGSTROEM)
C 1.4122 0.3152 1.5482
C -0.3418 0.5127 -0.3619
O 2.1972 -0.4772 1.9587
O 0.9094 1.4022 1.7792
O -1.0530 0.1410 -1.2667
O 0.8383 -0.2048 0.0076
F -1.7219 -2.0154 -2.0974
H -0.6585 1.3704 0.2727
H -1.5818 -1.0442 -1.8403

=====

[6]
The following is a DFT calculation (ωB97M-V/def2-TZVPD) of a molecular structure, C15H26CoIN4O2.

Results
HOMO (alpha / beta)   2.42 / -3.00 eV
<S²>   6.062
Net charge   -2
Energy   -71751.983 eV
LUMO level (alpha / beta)   0.14497 / 0.15402 Ha
2S+1   5
Kohn-Sham gap (alpha / beta)   1.521 / 7.189 eV

CARTESIAN COORDINATES (ANGSTROEM)
C -1.4199 0.5044 -3.5348
I -0.7324 1.2213 -5.1405
H -2.3436 -0.0421 -3.4798
H -0.5406 -0.1583 -3.1526
H -1.5505 1.5379 -2.8949
C 0.5692 3.7610 1.4733
C -0.6205 4.0630 0.9057
N -0.9388 3.0019 0.0970
C -0.0046 2.0208 0.1533
N 0.9266 2.5425 0.9916
H 1.1767 4.3153 2.1793
H -1.2351 4.9391 1.0099
C 2.2900 -3.0046 -1.6179
C 0.7070 -1.4759 -1.0505
N 2.0392 -1.6991 -1.2535
H 0.8557 -4.6504 -1.8915
N 0.1409 -2.6930 -1.3056
H 3.2953 -3.3744 -1.7968
Co -0.0404 0.1446 -0.3053
C -1.6122 0.0301 -0.9398
O -2.8506 -0.2373 -0.8545
C 1.0988 -3.6260 -1.6603
C -1.2613 -3.0447 -1.2514
H -1.3234 -4.1398 -1.2920
H -1.8288 -2.6465 -2.0951
H -1.7336 -2.7265 -0.3172
C 3.0896 -0.7076 -1.1063
H 3.9750 -1.0615 -1.6494
H 3.3743 -0.5960 -0.0449
H 2.7688 0.2673 -1.5066
C 2.2028 1.9246 1.3865
H 2.9823 2.6890 1.3471
H 2.4492 1.1048 0.7067
H 2.1305 1.5319 2.4057
C -2.1381 3.0661 -0.7617
H -1.8625 3.1141 -1.8250
H -2.6677 3.9841 -0.4835
H -2.8055 2.2239 -0.5908
C 0.2298 -2.0492 3.0901
C -0.6152 -1.1249 2.2562
C -1.4925 -0.1828 3.0542
O 0.3249 -0.4084 1.5208
H 0.9400 -1.4249 3.6269
H 0.8148 -2.7046 2.4399
H -0.4079 -2.6168 3.7756
H -1.2759 -1.7440 1.6394
H -0.8458 0.5722 3.4971
H -2.2201 0.3249 2.4111
H -2.0139 -0.7452 3.8349